Model A:
ORCA calculation (ωB97M-V with the def2-TZVPD basis set) on 2 unconnected molecules or ions with the total composition C4H11N3O.

XYZ file:
```
19
Properties=species:S:1:pos:R:3:lowdin_charge:R:1
C 0.814 0.941 0.273 -0.23
C 1.172 -0.560 0.363 -0.24
C 0.028 -1.361 0.950 -0.30
N -0.475 -0.672 2.158 -0.02
N -0.545 1.219 -0.267 0.01
C -0.926 0.826 -1.600 -0.72
N -0.565 -0.489 -1.804 0.22
O -1.612 1.589 -2.313 -0.04
H 0.778 1.315 1.329 0.12
H 1.583 1.499 -0.228 0.09
H 2.099 -0.671 1.006 0.13
H 1.422 -0.898 -0.675 0.08
H -0.800 -1.381 0.161 0.10
H 0.390 -2.386 1.223 0.12
H -1.079 -1.319 2.668 0.07
H -1.038 0.118 1.875 0.04
H -0.848 2.169 -0.150 0.12
H -1.159 -0.901 -2.541 0.09
H 0.761 0.961 -2.425 0.37
```

* HOMO-LUMO gap: 6.148 eV

Model B:
ORCA calculation (ωB97M-V with the def2-TZVPD basis set) on 2 unconnected molecules or ions with the total composition C4H11N3O.

XYZ file:
```
19
Properties=species:S:1:pos:R:3:lowdin_charge:R:1
C 2.323 0.843 -1.063 0.01
N 1.567 1.028 -0.043 0.04
C 0.288 1.561 -0.286 -0.55
C -0.437 1.956 0.976 -0.02
O -0.131 1.877 -1.397 0.04
H 2.004 0.691 -2.107 0.09
H 3.408 0.710 -0.929 0.08
H 0.240 2.026 1.831 0.07
H -1.208 1.215 1.198 0.07
H -0.907 2.933 0.837 0.08
C -0.392 -1.781 1.091 -0.15
N -0.488 -1.203 -0.248 -0.22
N -1.569 -1.823 -0.967 -0.02
H -0.263 -2.867 1.052 0.07
H 0.479 -1.353 1.596 0.07
H -1.284 -1.543 1.680 0.07
H 0.448 -1.256 -0.738 0.12
H -2.460 -1.531 -0.550 0.07
H -1.617 -1.481 -1.932 0.07
```

* structure (SMILES): C=NC(C)=O.CNN
* HOMO-LUMO gap: 7.728 eV

Among the structures above, stability is greatest for model B.